# 1
C23H29F7N3O24S7 | wB97M-V/def2-TZVPD

CARTESIAN COORDINATES (ANGSTROEM)
C -2.229 1.711 0.104
C -1.198 1.547 -0.496
C 0.071 1.451 -1.220
C 0.309 0.131 -1.881
C 1.513 -0.539 -1.757
C 1.666 -1.740 -2.427
N 0.675 -2.253 -3.141
C 0.839 -3.540 -3.869
F -0.365 -3.995 -4.131
F 1.481 -3.306 -4.999
C 1.592 -4.637 -3.050
F 2.911 -4.451 -3.124
F 1.314 -5.784 -3.672
C 1.143 -4.792 -1.556
F 1.155 -6.068 -1.232
F 2.006 -4.169 -0.766
F -0.072 -4.314 -1.366
N -0.504 -1.653 -3.312
C -0.663 -0.500 -2.717
N -1.898 0.123 -2.929
C -1.930 1.007 -3.780
S -1.939 2.135 -4.826
H -3.131 1.967 0.609
H 0.063 2.221 -2.002
H 0.894 1.688 -0.549
H 2.324 -0.153 -1.166
H 2.600 -2.281 -2.380
C -2.004 6.624 0.532
C -2.948 6.000 -0.472
O -2.201 6.070 -1.715
S -0.646 5.908 -1.428
O -0.282 4.548 -1.645
O 0.049 6.959 -2.075
O -0.692 6.156 0.135
H -2.014 7.713 0.463
H -2.199 6.328 1.548
H -3.887 6.539 -0.567
H -3.148 4.956 -0.256
C -5.852 3.661 4.197
C -4.370 3.578 4.501
O -3.744 3.785 3.219
S -4.625 4.790 2.350
O -4.086 6.099 2.460
O -4.859 4.185 1.087
O -5.950 4.710 3.218
H -6.227 2.738 3.753
H -6.449 3.916 5.067
H -4.071 2.616 4.905
H -4.048 4.374 5.174
C -3.744 8.203 -3.860
C -4.924 7.968 -4.779
O -6.050 7.952 -3.887
S -5.797 8.956 -2.669
O -6.438 10.192 -2.924
O -6.018 8.243 -1.460
O -4.226 9.142 -2.888
H -3.456 7.293 -3.336
H -2.883 8.617 -4.378
H -4.865 7.024 -5.312
H -5.051 8.783 -5.493
C 0.027 -9.945 -0.648
C -0.840 -8.713 -0.480
O -2.167 -9.183 -0.728
S -2.314 -10.697 -0.217
O -2.887 -10.701 1.078
O -2.854 -11.469 -1.273
O -0.748 -11.000 -0.072
H 0.199 -10.174 -1.701
H 0.981 -9.864 -0.133
H -0.592 -7.924 -1.183
H -0.793 -8.325 0.540
C 4.907 -2.901 0.219
C 6.015 -2.277 1.038
O 6.130 -0.939 0.494
S 4.721 -0.412 0.034
O 4.132 0.396 1.039
O 4.792 0.044 -1.312
O 3.955 -1.830 0.036
H 5.258 -3.218 -0.765
H 4.433 -3.737 0.725
H 6.962 -2.797 0.941
H 5.748 -2.201 2.084
C 5.816 -3.707 6.801
C 7.298 -3.746 7.113
O 7.922 -3.567 5.829
S 7.033 -2.610 4.924
O 7.526 -1.284 4.977
O 6.827 -3.250 3.668
O 5.696 -2.694 5.787
H 5.467 -4.654 6.387
H 5.209 -3.439 7.661
H 7.616 -4.688 7.548
H 7.598 -2.922 7.761

Summary:
total charge = +1
HOMO energy = -12.54 eV
spin multiplicity = 1
frontier orbital gap = 7.707 eV

***

# 2
C66H59Br2O38Si | wB97M-V/def2-TZVPD

CARTESIAN COORDINATES (ANGSTROEM)
C 1.961 -0.872 0.656
C 0.700 0.053 0.051
Br 0.406 1.735 1.176
C 0.526 0.146 -1.508
Br 0.972 -1.768 -2.156
C 1.354 1.023 -2.569
C 0.348 2.164 -3.301
C -0.887 2.722 -2.450
C -1.204 4.357 -2.616
C -2.680 4.616 -1.871
O -2.702 4.213 -0.460
C -2.240 5.276 0.444
O -1.018 5.257 1.041
Si 2.694 2.251 -1.816
C 2.014 3.963 -1.296
C 3.968 1.462 -0.637
C 3.766 2.658 -3.428
H 2.852 -0.998 -0.078
H 1.571 -1.944 1.007
H 2.256 -0.324 1.675
H -0.242 -0.594 0.436
H -0.649 0.118 -1.743
H -0.078 1.589 -4.254
H 0.971 3.066 -3.742
H -1.879 2.208 -2.878
H -0.909 2.523 -1.299
H -1.375 4.642 -3.738
H -0.446 5.034 -2.040
H -3.006 5.723 -2.080
H -3.435 3.891 -2.437
H -2.988 6.154 0.718
H 2.874 4.573 -0.767
H 1.079 3.968 -0.594
H 1.755 4.551 -2.303
H 4.343 0.371 -0.941
H 4.946 2.136 -0.552
H 3.524 1.439 0.468
H 4.473 1.756 -3.719
H 4.319 3.682 -3.316
H 3.037 2.798 -4.363
C -3.334 -1.865 4.700
C -2.675 -2.190 3.586
C -2.317 -1.161 2.570
O -1.695 -1.487 1.565
C -2.737 0.227 2.818
C -3.399 0.552 3.930
C -3.732 -0.472 4.958
O -4.325 -0.140 5.979
O -3.799 1.854 4.168
O -2.299 -3.497 3.334
H -3.598 -2.602 5.447
H -2.486 0.962 2.063
H -4.256 1.831 5.037
H -1.837 -3.473 2.468
C 0.083 -0.349 10.238
C -0.001 -0.752 8.968
C -1.009 -0.173 8.038
O -1.049 -0.550 6.872
C -1.933 0.842 8.567
C -1.851 1.242 9.838
C -0.826 0.683 10.760
O -0.764 1.085 11.918
O -2.719 2.194 10.343
O 0.848 -1.723 8.471
H 0.812 -0.760 10.925
H -2.672 1.242 7.885
H -2.456 2.314 11.281
H 0.590 -1.839 7.530
C 2.273 -6.962 -2.166
C 2.148 -5.745 -1.633
C 2.556 -5.471 -0.227
O 2.446 -4.338 0.229
C 3.077 -6.592 0.571
C 3.198 -7.809 0.039
C 2.817 -8.077 -1.375
O 2.957 -9.202 -1.842
O 3.685 -8.868 0.784
O 1.636 -4.693 -2.369
H 1.983 -7.175 -3.187
H 3.352 -6.382 1.597
H 3.678 -9.639 0.176
H 1.648 -3.920 -1.763
C 8.913 -9.739 -2.935
C 8.623 -10.721 -2.078
C 7.453 -10.628 -1.161
O 7.201 -11.554 -0.399
C 6.638 -9.404 -1.206
C 6.930 -8.421 -2.060
C 8.083 -8.526 -2.996
O 8.315 -7.614 -3.782
O 6.170 -7.266 -2.106
O 9.400 -11.863 -2.013
H 9.758 -9.795 -3.608
H 5.802 -9.341 -0.522
H 6.581 -6.711 -2.804
H 8.985 -12.421 -1.319
C -1.927 -1.751 -8.358
C -2.052 -0.534 -7.825
C -1.644 -0.259 -6.419
O -1.754 0.873 -5.963
C -1.123 -1.380 -5.621
C -1.002 -2.598 -6.153
C -1.383 -2.866 -7.567
O -1.243 -3.991 -8.034
O -0.515 -3.657 -5.408
O -2.564 0.518 -8.561
H -2.217 -1.964 -9.379
H -0.848 -1.171 -4.595
H -0.522 -4.428 -6.016
H -2.552 1.291 -7.955
C 5.546 4.938 4.005
C 5.609 3.692 3.530
C 4.546 3.148 2.640
O 4.642 2.006 2.204
C 3.404 4.019 2.319
C 3.339 5.263 2.796
C 4.415 5.815 3.664
O 4.337 6.969 4.073
O 2.268 6.085 2.501
O 6.667 2.860 3.848
H 6.312 5.346 4.651
H 2.630 3.605 1.685
H 2.454 6.932 2.961
H 6.483 2.015 3.383
C -4.993 -6.400 -9.739
C -4.328 -5.293 -10.076
C -4.706 -3.964 -9.521
O -4.064 -2.968 -9.834
C -5.857 -3.902 -8.606
C -6.524 -5.008 -8.272
C -6.129 -6.340 -8.806
O -6.750 -7.342 -8.466
O -7.608 -4.956 -7.416
O -3.261 -5.341 -10.955
H -4.728 -7.373 -10.134
H -6.132 -2.927 -8.224
H -7.917 -5.884 -7.329
H -2.949 -4.414 -11.036
C -7.410 0.204 4.896
C -7.493 -0.199 3.627
C -8.501 0.380 2.696
O -8.542 0.004 1.530
C -9.426 1.395 3.226
C -9.344 1.796 4.496
C -8.318 1.236 5.419
O -8.256 1.638 6.576
O -10.211 2.747 5.001
O -6.644 -1.170 3.129
H -6.680 -0.206 5.583
H -10.165 1.795 2.544
H -9.949 2.867 5.940
H -6.903 -1.286 2.189
C 3.123 12.593 2.986
C 3.400 11.385 3.480
C 2.489 10.229 3.255
O 2.779 9.127 3.706
C 1.253 10.464 2.491
C 0.975 11.673 1.999
C 1.900 12.822 2.201
O 1.626 13.917 1.722
O -0.185 11.902 1.283
O 4.547 11.163 4.221
H 3.778 13.441 3.140
H 0.591 9.620 2.350
H -0.156 12.851 1.035
H 4.520 10.211 4.463

Summary:
total charge = -1
HOMO energy = -2.90 eV
spin multiplicity = 1
relative energy (zero: lowest compared OMol25 entry of this formula, charge and spin) = 224.60 kcal per mole
frontier orbital gap = 2.394 eV